Record 1
Entry from the Open Molecules 2025 dataset: a molecular structure, C24H30F18O12 at a distorted geometry (ωB97M-V/def2-TZVPD).

Output
* relative energy (zero: lowest compared OMol25 entry of this formula, charge and spin): 19.903 eV
* HOMO energy: -8.4 eV
* HOMO-LUMO gap: 8.65 eV

Last column: Löwdin charge in e.
Element x y z (Å)
1 C -0.5665 -1.4410 0.4265  -0.129
2 C -0.1782 -0.5619 -0.7623  -0.182
3 O -0.2050 0.8289 -0.2960  -0.001
4 C 0.9220 1.4307 0.1147  -0.314
5 O 1.9910 0.8558 0.2399  0.154
6 C 0.8869 2.8861 0.6246  -0.442
7 F -0.3575 3.3570 0.7337  0.171
8 F 1.5454 2.8551 1.7848  0.055
9 F 1.6359 3.6719 -0.2302  0.131
10 H -1.5114 -1.1694 0.8973  0.130
11 H 0.2447 -1.4144 1.1540  0.074
12 H -0.6222 -2.5010 0.1789  0.073
13 H -0.9413 -0.6805 -1.5316  0.096
14 H 0.8018 -0.9601 -1.0252  0.023
15 C -2.0161 0.7368 -2.9779  -0.164
16 C -1.7834 -0.4891 -3.8592  -0.218
17 O -0.4663 -0.5586 -4.1735  -0.038
18 C -0.1106 -0.5473 -5.5181  -0.223
19 O -0.9766 -0.7040 -6.4087  0.119
20 C 1.4233 -0.7584 -5.7879  -0.527
21 F 2.1932 -0.3654 -4.7635  0.157
22 F 1.4858 -2.0704 -5.8561  0.167
23 F 1.8432 -0.1583 -6.9209  0.177
24 H -1.6340 1.5526 -3.5915  0.092
25 H -1.4612 0.7647 -2.0401  0.032
26 H -3.0556 0.9015 -2.6940  0.118
27 H -2.3887 -0.4288 -4.7637  0.125
28 H -2.0772 -1.4617 -3.4645  0.138
29 C -2.6336 -4.8469 3.1537  -0.049
30 C -1.1828 -5.1582 2.8622  -0.142
31 O -0.2906 -4.0479 3.2087  0.071
32 C -0.0738 -3.0444 2.4928  -0.282
33 O -0.7120 -2.8843 1.4210  -0.040
34 C 0.9680 -2.0039 3.1495  -0.535
35 F 1.4126 -2.4441 4.3180  0.191
36 F 1.9548 -1.7384 2.3462  0.212
37 F 0.2856 -0.8530 3.3517  0.160
38 H -2.8678 -4.6995 4.2080  0.084
39 H -3.1530 -5.7328 2.7881  0.087
40 H -2.9543 -3.9898 2.5615  0.083
41 H -1.1170 -5.2005 1.7750  0.120
42 H -0.7076 -6.0697 3.2248  0.134
43 C 1.3012 -1.6852 -2.4480  -0.072
44 C 1.3003 -3.0527 -3.1868  -0.122
45 O 2.3881 -3.8840 -2.6457  0.008
46 C 2.1822 -5.2743 -2.5423  -0.240
47 O 1.0742 -5.7918 -2.8219  0.099
48 C 3.4439 -6.1738 -2.2259  -0.579
49 F 3.3324 -6.7545 -0.9888  0.128
50 F 3.5904 -7.1707 -3.0779  0.188
51 F 4.5077 -5.4514 -2.2132  0.211
52 H 2.0201 -0.9541 -2.8179  0.100
53 H 1.5668 -1.7384 -1.3922  0.085
54 H 0.3394 -1.1750 -2.5005  0.042
55 H 1.4735 -2.9408 -4.2571  0.098
56 H 0.2529 -3.3467 -3.1195  0.126
57 C 1.7728 4.8525 6.7873  -0.058
58 C 2.3041 3.6348 6.0209  -0.196
59 O 2.8276 4.2089 4.8032  0.003
60 C 2.8570 3.4251 3.6605  -0.291
61 O 2.4908 2.2501 3.6411  0.136
62 C 3.4111 4.0618 2.4313  -0.555
63 F 4.2250 3.2847 1.8287  0.261
64 F 2.2984 4.3498 1.6606  0.064
65 F 3.9720 5.2427 2.6351  0.191
66 H 0.7850 5.2407 6.5389  0.080
67 H 2.5049 5.6589 6.7442  0.078
68 H 1.7694 4.5668 7.8392  0.072
69 H 1.5612 2.8482 5.8888  0.118
70 H 3.1278 3.0794 6.4694  0.126
71 C -1.7894 2.6066 -2.0996  -0.121
72 C -2.6051 2.2046 -0.7431  -0.151
73 O -3.8343 2.8861 -0.6120  0.013
74 C -3.9942 4.1690 -0.2010  -0.261
75 O -3.0171 4.9599 -0.0130  0.094
76 C -5.4955 4.6740 0.0948  -0.454
77 F -5.9346 5.2614 -1.0493  0.136
78 F -6.2938 3.6519 0.4278  0.169
79 F -5.3568 5.7188 1.0007  0.117
80 H -0.8545 2.0724 -2.2686  0.082
81 H -1.7213 3.6945 -2.0969  0.098
82 H -2.4895 2.4258 -2.9153  0.067
83 H -1.9374 2.3487 0.1063  0.097
84 H -2.9071 1.1584 -0.6933  0.124

Record 2
Entry from the Open Molecules 2025 dataset: a molecular structure, C28H35K2N7O12S3Zn at a distorted geometry (ωB97M-V/def2-TZVPD).

Output
* net charge: -2
* HOMO energy: -2.2 eV
* HOMO-LUMO gap: 3.67 eV

Last column: Löwdin charge in e.
Element x y z (Å)
1 Zn -3.4409 2.0022 -1.1014  1.255
2 K -1.8026 -0.0022 3.8708  0.854
3 K 0.4698 1.5115 -5.2578  0.874
4 S -5.6028 -1.1442 1.4680  0.059
5 O -4.6122 -0.2198 0.8964  -0.451
6 O -4.9409 -1.7759 2.6083  -0.446
7 O -6.7913 -0.4157 1.9430  -0.438
8 O -5.9935 -2.1312 0.5480  -0.381
9 S -4.1533 2.4640 -4.5659  0.084
10 O -4.5606 1.4478 -3.5852  -0.454
11 O -3.3460 1.7997 -5.5698  -0.432
12 O -5.2360 3.2680 -5.0298  -0.374
13 O -3.3140 3.3078 -3.7117  -0.487
14 S 0.1557 1.2536 -0.5234  0.068
15 O 0.5888 0.3275 0.4867  -0.413
16 O -0.7484 0.6022 -1.4579  -0.475
17 O -0.7817 2.2561 0.0430  -0.485
18 O 1.1281 1.8954 -1.3813  -0.433
19 N 1.8603 -2.5651 -3.9506  0.016
20 C 3.0099 -2.0032 -3.4814  -0.129
21 C 3.8968 -2.2134 -4.4697  -0.169
22 C 3.3555 -2.9019 -5.5593  -0.123
23 C 2.0591 -3.1299 -5.2096  -0.127
24 H 1.0008 -2.6382 -3.4252  0.153
25 H 3.0752 -1.6089 -2.4780  0.122
26 H 4.9151 -1.8665 -4.3743  0.088
27 H 3.9127 -3.2247 -6.4263  0.089
28 H 1.2318 -3.6440 -5.6760  0.107
29 N -2.7082 -5.3625 1.8245  0.021
30 C -1.3753 -5.1085 1.6184  -0.136
31 C -0.6501 -6.2885 1.7599  -0.130
32 C -1.6063 -7.2461 2.1264  -0.140
33 C -2.9070 -6.6552 2.1015  -0.134
34 H -3.4789 -4.7212 1.7023  0.162
35 H -1.0128 -4.1242 1.3611  0.103
36 H 0.4210 -6.4191 1.8064  0.083
37 H -1.3338 -8.2846 2.2427  0.070
38 H -3.8678 -7.1287 2.2395  0.102
39 N 1.3998 6.3440 -1.3013  0.055
40 C 1.9655 7.0524 -0.2724  -0.178
41 C 2.0735 8.3791 -0.5037  -0.131
42 C 1.7211 8.4995 -1.8391  -0.131
43 C 1.2790 7.2601 -2.2631  -0.168
44 H 1.4042 5.3348 -1.3420  0.161
45 H 2.0361 6.4887 0.6461  0.106
46 H 2.4075 9.0083 0.3080  0.094
47 H 1.8427 9.4304 -2.3729  0.084
48 H 1.0055 6.9568 -3.2629  0.106
49 N -3.9462 4.0439 4.1645  0.009
50 C -2.6251 4.3708 4.2783  -0.116
51 C -2.2403 4.0689 5.6230  -0.122
52 C -3.4050 3.6999 6.3024  -0.132
53 C -4.4495 3.7714 5.3784  -0.147
54 H -4.4026 4.0162 3.2639  0.162
55 H -1.9627 4.4503 3.4291  0.108
56 H -1.2329 4.0351 6.0107  0.081
57 H -3.5189 3.4182 7.3388  0.084
58 H -5.4642 3.4103 5.4580  0.113
59 N 4.0135 2.7788 2.5439  0.014
60 C 3.7559 2.6549 3.9067  -0.150
61 C 4.2741 3.7262 4.5215  -0.161
62 C 5.0435 4.4390 3.5965  -0.104
63 C 4.5892 3.9875 2.3233  -0.121
64 H 3.6896 2.1468 1.8258  0.153
65 H 3.3898 1.7049 4.2670  0.103
66 H 4.2995 3.8642 5.5924  0.090
67 H 5.7531 5.2276 3.7989  0.079
68 H 4.7996 4.2183 1.2894  0.103
69 N 3.7670 -3.4272 1.5819  0.008
70 C 4.4265 -4.3465 0.8655  -0.168
71 C 5.4491 -4.9092 1.6106  -0.111
72 C 5.3846 -4.2667 2.8856  -0.125
73 C 4.3591 -3.3147 2.8442  -0.119
74 H 3.0910 -2.7376 1.2859  0.152
75 H 4.1522 -4.5260 -0.1636  0.108
76 H 6.2320 -5.5945 1.3209  0.082
77 H 5.9380 -4.4838 3.7873  0.078
78 H 3.9781 -2.5578 3.5138  0.095
79 N -3.2184 -2.6856 -4.3429  0.029
80 C -3.2533 -3.2541 -5.5516  -0.179
81 C -3.2073 -4.6388 -5.4469  -0.114
82 C -2.9122 -4.8392 -4.0703  -0.141
83 C -2.9899 -3.6363 -3.4046  -0.127
84 H -3.1700 -1.6875 -4.1966  0.162
85 H -3.3561 -2.6894 -6.4664  0.103
86 H -3.3300 -5.3596 -6.2418  0.075
87 H -2.7493 -5.7819 -3.5690  0.079
88 H -2.9026 -3.3636 -2.3633  0.119

Record 3
Entry from the Open Molecules 2025 dataset: C3H9BO in the gas phase at a distorted geometry (ωB97M-V/def2-TZVPD).

Output
* relative energy (zero: lowest compared OMol25 entry of this formula, charge and spin): 0.458 eV
* HOMO energy: -10.0 eV
* HOMO-LUMO gap: 10.75 eV
* SMILES: COB(C)C

Last column: Löwdin charge in e.
Element x y z (Å)
1 C 0.3975 1.3168 -1.5877  -0.073
2 O 0.9263 0.7006 -0.4541  -0.019
3 B 0.3204 -0.2174 0.3318  -0.476
4 C -1.3612 -0.4757 0.0786  -0.003
5 C 1.2747 -0.9191 1.3195  -0.022
6 H 1.2674 1.5208 -2.1747  0.089
7 H 0.0279 2.2920 -1.2841  0.095
8 H -0.4193 0.6723 -1.9328  0.089
9 H -1.9854 -0.7903 0.8993  0.044
10 H -1.5173 -1.0353 -0.8122  0.038
11 H -1.5745 0.5420 -0.0869  0.020
12 H 2.3254 -0.5008 1.4357  0.081
13 H 1.3210 -1.9926 0.9537  0.090
14 H 0.8999 -0.7829 2.3254  0.049